Record 1
{"formula": "C3H9N5", "method": "ωB97M-V with the def2-TZVPD basis set", "smiles": "N=C1N(N)CCN1N", "energy_ev": -10701.84073, "homo_energy_ev": -8.470, "e_above_lowest_kcal_mol": 143.1, "homo_lumo_gap_ev": 9.286, "symbols": ["C", "C", "C", "H", "H", "H", "H", "H", "H", "H", "H", "H", "N", "N", "N", "N", "N"], "xyz": [[-1.344, 0.464, -0.871], [-1.232, -0.959, -0.602], [0.793, 0.107, 0.216], [0.324, 2.616, 1.396], [0.715, 2.684, -0.082], [-0.970, 0.686, -1.938], [-2.618, 0.699, -0.743], [-1.428, -1.853, -1.283], [-1.999, -1.294, 0.173], [1.878, -2.326, -0.193], [0.791, -2.140, 1.385], [2.388, 0.977, 1.098], [-0.132, 2.450, 0.459], [-0.300, 1.058, 0.145], [0.236, -0.966, -0.040], [0.870, -2.259, 0.148], [2.029, 0.054, 0.732]]}

***

Record 2
{"formula": "C3H9N5", "method": "ωB97M-V with the def2-TZVPD basis set", "smiles": "[H]/N=C(/NN)N/N=C\\C", "energy_ev": -10705.36830, "homo_energy_ev": -8.713, "e_above_lowest_kcal_mol": 61.8, "homo_lumo_gap_ev": 9.569, "symbols": ["C", "C", "C", "H", "H", "H", "H", "H", "H", "H", "H", "H", "N", "N", "N", "N", "N"], "xyz": [[-1.965, -0.856, 1.463], [-2.105, 0.458, 0.684], [0.819, 0.706, -1.257], [-2.927, -1.126, 2.040], [-1.165, -0.817, 2.259], [-1.741, -1.698, 0.752], [-3.078, 0.953, 0.881], [0.084, -0.477, 0.237], [0.043, 2.200, -2.043], [2.633, 0.111, -1.778], [2.910, -0.018, 0.481], [2.792, -1.549, -0.128], [-1.274, 1.044, -0.096], [-0.120, 0.315, -0.365], [0.942, 1.711, -2.010], [1.877, -0.255, -1.210], [2.275, -0.704, 0.090]]}

***

Record 3
{"formula": "C3H9N5", "method": "ωB97M-V with the def2-TZVPD basis set", "energy_ev": -10702.83343, "homo_energy_ev": [-7.066, -7.072], "e_above_lowest_kcal_mol": 120.3, "homo_lumo_gap_ev": [7.970, 7.976], "symbols": ["C", "C", "C", "N", "N", "N", "N", "N", "H", "H", "H", "H", "H", "H", "H", "H", "H"], "xyz": [[-0.151, 1.728, 0.091], [-2.526, -0.811, -0.525], [2.466, -0.701, -0.123], [-1.325, 1.142, -0.135], [1.023, 1.089, 0.077], [-0.783, -0.821, 0.987], [-1.459, -0.119, 0.164], [1.155, -0.168, -0.277], [-0.131, 2.802, 0.171], [-3.481, -0.559, -0.060], [-2.546, -0.513, -1.571], [-2.340, -1.878, -0.431], [2.525, -1.335, 0.769], [2.675, -1.331, -0.988], [3.239, 0.081, -0.043], [1.868, 1.639, 0.293], [-0.210, -0.245, 1.601]]}

***

Record 4
{"formula": "C3H9N5", "method": "ωB97M-V with the def2-TZVPD basis set", "spin_multiplicity": 3, "energy_ev": -10699.71151, "homo_energy_ev": [-5.848, -7.652], "e_above_lowest_kcal_mol": 0.0, "s2": 2.047, "homo_lumo_gap_ev": [6.889, 6.613], "symbols": ["C", "C", "C", "N", "N", "N", "N", "N", "H", "H", "H", "H", "H", "H", "H", "H", "H"], "xyz": [[-1.024, -1.658, -0.588], [2.082, -0.134, -1.388], [-1.032, 1.435, 1.565], [0.101, -1.389, -1.188], [-1.449, -1.057, 0.582], [0.476, 0.555, 0.114], [0.844, -0.473, -0.682], [-0.747, 0.917, 0.209], [-1.648, -2.368, -1.110], [2.865, -0.371, -0.719], [2.160, -0.892, -2.223], [2.080, 0.888, -1.931], [-1.965, 1.013, 1.924], [-0.232, 1.130, 2.225], [-1.206, 2.538, 1.528], [-2.369, -0.949, 0.836], [1.064, 0.817, 0.847]]}

***

Record 5
{"formula": "C3H9N5O", "method": "ωB97M-V with the def2-TZVPD basis set", "smiles": "[H]/N=C(\\N/C=N/O)NNC", "energy_ev": -12752.44515, "homo_energy_ev": -8.431, "e_above_lowest_kcal_mol": 51.8, "homo_lumo_gap_ev": 9.312, "symbols": ["C", "C", "C", "H", "H", "H", "H", "H", "H", "H", "H", "H", "N", "N", "N", "N", "N", "O"], "xyz": [[1.493, 3.192, -0.361], [0.150, -0.068, -1.147], [-0.941, -1.355, 0.660], [2.046, 3.555, -1.270], [2.007, 3.633, 0.524], [0.483, 3.570, -0.423], [2.398, 1.388, -0.201], [1.196, 1.299, -2.202], [-0.566, -1.635, -2.016], [0.031, 0.461, 0.830], [-1.301, -2.123, -0.011], [-1.928, -2.599, 3.196], [1.423, 1.746, -0.227], [0.770, 1.159, -1.301], [-0.006, -0.795, -2.179], [-0.328, -0.229, 0.169], [-1.148, -1.442, 1.926], [-1.693, -2.653, 2.243]]}

***

Record 6
{"formula": "C3H9NO", "method": "ωB97M-V with the def2-TZVPD basis set", "smiles": "C=NCC.O", "energy_ev": -6790.95862, "homo_energy_ev": -8.626, "e_above_lowest_kcal_mol": 94.5, "homo_lumo_gap_ev": 8.405, "symbols": ["C", "C", "C", "N", "H", "H", "H", "H", "H", "H", "H", "H", "H", "O"], "xyz": [[0.505, -1.250, 0.633], [-0.762, -0.376, 0.832], [-0.192, 1.572, 0.303], [-1.092, 0.760, -0.113], [0.428, -1.476, -0.426], [0.281, -2.171, 1.157], [1.515, -0.893, 0.840], [-1.607, -1.052, 0.854], [-0.704, -0.059, 1.878], [-0.250, 1.995, 1.321], [0.794, 1.754, -0.152], [0.033, 0.656, -1.706], [0.373, 0.356, -3.160], [0.679, 0.184, -2.263]]}

***

Record 7
{"formula": "C3H9NO", "method": "ωB97M-V with the def2-TZVPD basis set", "smiles": "C=CN.CO", "energy_ev": -6792.13566, "homo_energy_ev": -8.039, "e_above_lowest_kcal_mol": 67.3, "homo_lumo_gap_ev": 8.916, "symbols": ["C", "O", "H", "H", "H", "C", "C", "N", "H", "H", "H", "H", "H", "H"], "xyz": [[-1.529, 1.089, 1.294], [-0.964, -0.134, 1.834], [-1.880, 1.785, 2.021], [-2.150, 0.834, 0.439], [-0.656, 1.590, 0.778], [1.279, -0.461, -0.770], [1.124, 0.442, -1.744], [1.004, -1.786, -0.731], [2.024, -0.175, -0.018], [1.801, 1.317, -1.708], [0.213, 0.566, -2.231], [0.646, -2.195, 0.056], [-1.821, -0.509, 2.320], [0.909, -2.363, -1.541]]}

***

Record 8
{"formula": "C3H9NO", "method": "ωB97M-V with the def2-TZVPD basis set", "smiles": "CNCOC", "energy_ev": -6793.50842, "homo_energy_ev": -9.268, "e_above_lowest_kcal_mol": 35.7, "homo_lumo_gap_ev": 10.372, "symbols": ["C", "O", "H", "H", "H", "C", "C", "N", "H", "H", "H", "H", "H", "H"], "xyz": [[0.191, 1.887, -1.010], [-0.554, 0.712, -0.739], [-0.118, 2.751, -0.410], [1.268, 1.827, -0.821], [-0.022, 2.040, -2.066], [0.431, -1.929, 0.398], [-0.478, 0.286, 0.615], [-0.765, -1.107, 0.689], [1.018, -1.569, -0.447], [0.103, -2.946, 0.186], [1.003, -1.973, 1.323], [0.515, 0.535, 1.007], [-1.149, 0.836, 1.285], [-1.441, -1.351, -0.008]]}